Computed, not measured: a 9-piece molecular cluster, C65H147N9O11 overall in a non-equilibrium geometry, with ωB97M-V/def2-TZVPD.

Last column: Mulliken charge in e.
Positions of all 232 atoms, in Å:
H (2.9675, -1.6112, -5.0270)  0.09
C (-2.4332, 1.7350, 5.6244)  -0.81
C (5.8752, 0.0417, 5.9398)  1.62
H (-1.6656, 0.3591, 3.9969)  -0.81
C (1.5891, 8.6637, -5.1039)  -0.63
C (-2.8931, -1.7151, -7.3225)  -1.28
C (-4.4075, 5.5339, 1.0176)  -1.22
H (2.0666, 9.4289, -4.4920)  0.34
H (0.3909, -5.6786, -2.0947)  0.54
H (2.4928, 6.7466, -5.4855)  0.36
C (-6.2543, 3.9432, 1.3033)  -1.14
H (-2.3447, -7.7922, -3.0964)  0.45
C (1.4140, 1.9521, -0.2293)  -1.07
H (6.4013, -1.4025, 2.2881)  0.46
C (-2.7652, 5.0950, 3.0784)  -1.39
H (0.9057, -8.4421, -3.2055)  0.36
N (1.0053, -0.2115, -1.1588)  0.99
C (-1.3049, -2.3972, -3.9724)  -1.32
H (6.3489, -1.0063, 7.7787)  0.43
C (-0.1818, -9.4274, -0.7682)  1.56
C (4.5751, 1.2267, -8.2854)  -1.51
H (4.6295, -2.1499, -5.3471)  0.34
C (-1.2865, 1.0930, 4.7081)  0.50
H (1.1457, -2.5966, 1.3593)  0.38
H (4.3966, -0.7809, -4.2171)  0.22
H (-3.1733, 0.4449, -3.3192)  0.51
H (-1.0750, -4.9506, -1.4959)  0.13
C (-0.2390, -8.9719, 0.7594)  -1.34
C (0.6372, -0.2436, 5.0169)  -0.62
H (-5.1175, 0.8212, 1.9810)  0.05
H (-3.6080, -0.9358, -7.5866)  0.43
H (-4.1367, 6.5409, 1.3349)  0.48
C (3.3243, 1.5298, -7.4554)  0.63
N (-3.3021, 0.6469, 6.0519)  -0.26
N (-1.6090, -0.4785, -5.5588)  0.15
H (7.3345, 2.2452, 3.9671)  0.37
H (-3.1312, -6.5900, -2.1349)  0.44
H (-4.2980, 5.6885, -0.0558)  0.40
C (7.2127, -0.6764, 2.3355)  -2.00
H (-4.3378, -1.3145, -4.7870)  0.45
H (3.7436, 0.3430, 0.2468)  -0.24
H (1.1708, -11.0108, -0.4485)  0.46
C (3.1004, 5.7344, -3.2059)  -0.64
H (-1.9114, 4.4515, 3.2909)  0.09
H (0.3678, -1.0969, 4.3944)  0.24
C (-5.9519, -2.0734, 4.6847)  -1.71
H (2.3784, -1.5534, 1.3629)  -0.07
H (-1.4444, -3.3540, -4.4756)  0.31
C (-2.2674, -1.2702, -4.4232)  2.62
H (-6.5728, -2.9685, 4.7225)  0.44
H (2.4490, 0.4533, -5.7974)  -0.39
H (-3.7121, -0.4285, 4.8116)  -0.07
H (-4.9348, 0.2784, 7.1789)  0.57
H (7.3518, -0.2527, 1.3409)  0.38
H (-5.8692, 5.5714, 2.6652)  0.34
H (-0.2769, -2.3794, -8.1605)  0.48
H (5.3482, -1.9883, 6.7488)  0.41
H (5.5949, 1.4764, 2.2588)  0.62
H (0.4813, 8.3651, -7.5292)  0.31
H (2.4250, 4.9005, -3.3969)  0.50
H (8.1344, -1.1526, 2.6699)  0.53
H (-0.9748, 0.4756, 0.9471)  0.20
H (-2.7454, -0.0153, 6.5732)  0.32
H (-1.0915, 1.2287, -5.3597)  0.31
H (-2.7106, 1.3961, 10.5681)  0.29
H (-2.0744, 2.3529, 6.4475)  0.28
O (1.1548, -1.0671, -2.1849)  -0.47
N (-3.7809, 3.2693, 1.6978)  -0.19
H (0.6674, -1.4543, -7.0907)  -0.04
H (-4.3658, -3.1996, -6.4662)  0.46
H (2.1300, -2.3712, -0.0374)  0.40
C (4.5812, 1.4404, 4.1169)  -0.58
H (-1.4958, -10.4242, -2.2211)  0.33
C (2.0132, 0.8638, -1.1851)  2.63
H (0.8690, 2.3083, 1.7468)  0.63
N (2.5036, 7.0761, -3.3637)  -0.48
H (3.7947, -0.2588, 5.1099)  0.43
O (-0.4792, 0.3424, 5.5566)  -0.56
H (3.6927, 3.4290, -8.2237)  0.30
C (1.9068, 7.1895, -4.6802)  -0.33
C (-0.3138, -1.9219, -7.1718)  -1.20
C (1.5513, -1.8236, 0.7065)  -1.66
H (-2.3552, 0.6997, 9.0975)  0.18
C (-5.4515, 1.6291, 1.3300)  -2.07
H (2.2581, 6.6129, 0.6025)  0.45
H (-1.3869, -7.4532, 1.9781)  0.53
C (-3.2893, 4.6494, 1.6706)  1.58
C (-1.5427, -1.0120, -6.9140)  1.60
H (7.5828, 0.8934, 7.0729)  0.46
H (3.5525, 1.5276, 3.7671)  0.03
C (-4.5568, -2.2134, 4.3075)  0.90
H (-2.2740, -10.1994, -0.6601)  0.32
H (-2.4288, 2.0589, 1.3359)  0.05
H (-3.6479, 4.8968, 3.6864)  0.34
H (-6.3210, 3.8628, 0.2183)  0.41
H (-2.3347, -8.2720, 0.6856)  0.37
H (-0.0846, -0.3007, 2.0679)  -0.19
C (-3.3681, -2.8029, -6.2785)  -0.73
H (-2.3847, 6.1073, 3.2146)  0.39
H (4.1008, 5.4964, -3.5675)  0.35
H (0.8900, 6.8366, -4.5082)  0.29
C (-1.3772, 0.3168, -7.7428)  -1.96
H (2.4548, 2.5370, -2.6303)  0.37
C (-4.4053, 2.2662, 7.7637)  -0.81
H (-6.0851, -1.6582, 5.6837)  0.31
H (1.7868, 7.2243, -7.5113)  0.21
H (0.4811, 2.3267, -0.6506)  0.35
C (-1.3143, -10.3707, -1.1477)  -1.73
C (1.5675, 8.2914, -7.4764)  -0.69
H (4.0479, 0.9820, 6.2225)  0.73
N (-0.1335, -8.2831, -1.6390)  0.22
H (4.1653, 0.5778, -1.5045)  0.63
H (2.4207, 0.8472, -3.2793)  0.66
H (2.5779, 4.8856, 1.0923)  0.30
C (-0.7509, -1.8134, -0.2192)  -0.90
C (3.2108, 5.4507, -1.6669)  -1.02
H (5.3975, 1.8262, -7.8949)  0.33
H (0.6632, -0.6637, -2.9040)  0.09
C (4.0068, -1.2906, -5.0982)  -0.47
H (-2.2219, 2.5082, 9.3331)  0.28
H (-2.9880, -3.8485, 0.9621)  0.52
H (-3.9935, -2.5385, 5.1823)  0.28
H (3.9000, 1.5215, -5.4221)  0.21
H (-3.1675, -1.3305, 3.5685)  0.16
H (-6.5127, 5.9589, 1.0977)  0.44
H (-7.2734, 3.7696, 1.6487)  0.47
H (-1.5016, 3.7911, 0.7662)  -0.11
H (-0.2135, -2.6627, -6.3787)  0.24
H (4.9091, 0.1932, -8.3771)  0.33
H (3.8707, 4.5873, -1.5834)  0.35
O (-2.8582, 2.3222, 2.1532)  0.91
H (-1.3082, -1.3791, -1.0492)  -0.52
C (7.8138, 1.4026, 3.4686)  -1.72
H (-2.6269, -3.5975, -6.1924)  0.30
H (-6.5340, 1.6398, 1.2020)  0.56
H (4.8691, 2.4242, 4.4877)  0.40
O (-0.0152, -8.6036, -2.9877)  -0.49
O (7.7397, -1.2988, 5.0905)  -0.36
H (1.0366, 5.5447, 0.7569)  0.06
H (-2.6559, 4.2478, -0.2885)  0.55
C (0.0704, 0.2222, 1.1242)  -0.77
C (5.4273, 0.7629, 3.0656)  -0.97
H (4.7968, 0.0009, 2.6077)  0.06
H (-2.1775, -6.2363, 0.2966)  0.24
C (0.5243, -0.9055, 0.0643)  2.10
H (-5.0851, 1.5049, 0.3110)  0.43
H (-0.4718, -9.8681, 1.3346)  0.51
H (-0.9389, -5.6508, -3.0904)  0.48
C (-1.2256, -6.7233, 0.0851)  -0.48
H (8.7070, 1.0791, 4.0032)  0.40
H (-1.3396, -1.9535, 0.6875)  -0.01
C (-2.6281, -4.1466, 1.9468)  -1.32
H (1.1572, -0.7618, 5.8226)  0.40
H (-3.0916, -8.3597, -1.5756)  0.30
O (1.9360, 5.2802, -0.9531)  -0.13
C (1.1809, -10.0720, -1.0023)  -1.91
C (1.1593, 1.4053, 1.2098)  -0.07
C (-5.7904, 5.3211, 1.6072)  -0.72
H (2.0932, 1.1613, 1.7161)  -0.54
H (6.9233, 1.9957, 5.9247)  0.28
H (1.2860, 0.5038, 4.5602)  0.20
C (-1.2012, -7.1988, -1.4122)  1.53
H (-0.6068, 1.8130, 4.2523)  0.47
H (-2.1248, 1.0999, -7.6165)  0.47
N (3.0607, 2.9706, -7.5830)  -0.64
C (-4.3093, -3.0862, 3.0562)  -1.07
C (1.9588, 1.5668, -2.6033)  -2.64
H (-3.5868, -2.7869, -4.1136)  0.42
H (-0.3527, -6.1948, 0.4684)  0.34
H (-1.5472, -4.0947, 1.8166)  0.31
N (6.7198, -0.5468, 4.7739)  0.64
H (2.4666, 1.1193, -7.9883)  -0.14
C (-2.5829, -7.5296, -2.0656)  -1.72
C (5.5692, -0.9557, 7.0187)  -1.80
H (-6.5051, -1.3719, 4.0602)  0.28
C (6.6482, 1.1759, 6.5883)  -1.66
C (-1.3675, -7.8539, 0.9646)  -1.16
H (2.0221, -9.4654, -0.6668)  0.38
H (-0.9435, -11.3749, -0.9421)  0.47
C (3.4005, 0.8647, -6.1343)  0.52
H (1.8863, 8.5160, -8.4942)  0.32
H (-2.6060, -2.3025, -8.1947)  0.45
C (-5.5352, 2.8621, 3.4657)  -1.01
H (-1.6608, 5.5620, 0.3388)  0.47
H (0.6693, -8.5161, 1.1536)  0.39
H (-4.7398, -2.6881, 2.1373)  0.29
C (-5.2059, 2.9939, 2.0108)  1.32
H (-3.0881, 2.4142, 5.0786)  0.48
H (3.8110, 6.2492, -1.2307)  0.63
C (2.0675, 5.5584, 0.4031)  -0.75
O (-2.9708, -3.1990, 2.9227)  -0.35
C (-4.4373, 1.1508, 6.7553)  -0.75
H (8.2303, 1.7326, 2.5169)  0.43
H (-5.4691, 3.8331, 3.9566)  0.26
O (-4.1129, 1.7735, 9.1147)  -0.45
O (2.1163, 8.9853, -6.3719)  -0.36
H (-5.4038, 2.6841, 7.8917)  0.37
H (3.4067, 3.4411, -6.7590)  0.17
H (-2.7854, -5.2032, 2.1638)  0.55
H (6.1936, 1.5932, 7.4868)  0.41
H (-5.1670, 1.3215, 5.9637)  0.39
H (-0.3178, 0.5625, -7.8164)  0.17
C (-2.8077, 1.6048, 9.5027)  -0.57
H (3.4528, -0.7925, -0.9867)  0.43
H (-6.5042, 2.3678, 3.5354)  0.55
H (-0.6560, -2.8536, -0.5308)  0.32
H (-0.2316, -2.2292, -4.0606)  -0.10
C (4.4876, 0.5557, 5.3209)  -1.62
C (3.4023, 0.2777, -0.7864)  -1.78
H (0.9308, 1.7610, -2.9094)  0.31
N (-3.9968, -0.9283, 3.9814)  0.43
H (1.8157, 7.0096, -2.6272)  0.31
H (-4.7907, 2.2441, 3.9676)  -0.51
H (-1.3849, -2.5790, -2.9006)  0.11
H (7.4184, -2.1889, 4.9295)  0.39
C (6.8333, 0.2249, 3.4751)  1.71
H (-3.1536, -0.9794, -2.4431)  0.57
H (-4.8953, -4.0037, 3.1111)  0.60
H (-1.6990, -0.1386, -2.5868)  0.21
H (4.7048, -0.5502, 7.5446)  0.42
H (0.5409, 8.8667, -4.8846)  0.34
C (-2.5584, -0.4448, -3.1833)  -2.47
H (4.2843, 1.6380, -9.2520)  0.46
C (-3.5134, -2.0208, -4.8855)  -1.31
H (-3.7958, 3.1408, 7.5364)  0.36
O (-0.6749, 0.4096, -5.0818)  -0.15
C (-0.6896, -5.8119, -2.0416)  -1.98
O (4.2001, -0.3024, -6.1804)  -0.45
C (-2.1707, 4.6367, 0.6067)  -1.85
H (2.0516, 2.8347, -0.1795)  0.09
H (-1.6801, 0.1391, -8.7747)  0.56
H (1.4422, -10.2878, -2.0383)  0.44

Cartesian forces, eV/Å:
-0.11 0.20 0.21
0.59 -0.95 -1.81
-1.12 -0.12 -1.39
-0.62 0.66 -0.53
1.32 0.05 0.69
1.30 -1.29 0.77
0.88 1.45 2.24
0.45 -0.46 0.46
0.22 -0.46 0.66
-0.15 -0.37 0.39
1.56 -0.14 0.85
-0.13 -0.27 0.00
0.94 -1.10 0.87
0.30 -0.48 -0.42
-0.68 -0.51 -1.06
0.09 0.18 0.06
-1.91 1.74 1.71
0.95 -0.45 0.70
0.21 0.00 -0.16
0.80 0.45 0.17
-0.19 0.44 -0.37
-0.01 0.19 -0.05
-0.69 0.71 0.85
-0.84 -0.12 -0.26
-0.34 -0.44 0.52
0.13 0.23 -0.62
-0.23 -0.17 0.08
-1.82 1.17 -0.91
0.08 -0.93 0.38
-0.08 -0.23 -0.21
-0.28 -0.31 0.24
0.22 0.33 0.22
0.09 -0.62 -2.70
1.95 0.98 1.02
-4.13 -2.14 1.99
0.42 0.13 -0.04
-0.45 -0.24 0.35
-0.50 -1.08 -0.16
0.36 -1.93 0.94
-0.43 -0.32 -0.61
-0.19 0.64 0.02
0.43 -0.17 -0.02
-1.00 -0.55 3.31
-0.30 -0.32 0.40
0.03 0.23 -0.97
-2.95 0.29 0.81
-0.03 1.62 0.05
-0.28 0.07 -0.08
2.40 -0.79 -1.14
0.31 -0.44 -0.18
-0.56 1.02 0.34
-0.07 0.27 0.05
0.10 0.01 0.74
-0.12 0.49 0.46
0.34 -0.05 0.06
-0.43 -0.18 0.04
-0.17 0.14 -0.44
0.26 -0.05 -0.11
-0.24 0.17 0.32
-0.33 -0.07 -1.35
0.18 -0.38 -0.65
0.20 0.87 -0.73
0.01 -0.01 0.47
0.42 0.59 0.26
-0.68 0.31 0.27
0.74 -0.27 0.11
0.85 -1.93 -1.62
-1.43 2.14 -1.05
-0.15 0.87 0.02
0.23 -0.15 -0.46
-0.42 -0.21 -0.49
-0.35 0.19 1.11
0.13 0.51 -0.08
-1.17 0.96 0.95
-0.82 -0.25 0.43
2.16 -1.48 -0.12
0.43 -0.60 -0.07
-0.12 -0.21 2.45
0.04 -0.54 -0.88
-1.83 2.07 0.62
0.34 -0.18 0.46
1.41 -1.64 0.40
0.35 0.07 -0.75
-0.97 -0.09 0.59
1.04 0.08 -0.13
-0.11 -0.62 0.37
0.87 0.33 -1.11
0.60 1.82 -0.29
0.32 -0.74 -0.54
0.08 0.29 -0.33
0.32 -0.13 -0.65
0.18 0.02 0.20
0.04 -0.39 -0.05
0.53 0.19 0.79
0.48 -0.51 -0.10
-0.20 -0.52 0.65
0.63 -0.08 0.31
-0.26 3.37 1.27
-0.42 0.20 -0.41
-0.12 0.65 -0.59
-0.03 -1.23 -1.11
-0.35 -1.62 -1.82
0.36 -0.20 0.24
0.10 -0.27 1.82
0.34 0.14 0.21
0.07 -0.40 0.78
-0.12 -0.28 -0.06
0.21 -1.13 -0.01
-0.87 -1.08 -0.33
-0.18 0.65 -0.28
-0.88 3.88 1.77
0.32 0.79 0.35
0.02 0.42 -0.48
0.75 -0.24 -0.58
0.42 0.64 -0.49
0.63 0.41 -0.26
0.19 -0.01 0.02
-0.29 -0.12 -0.38
0.55 1.91 -1.44
0.38 -0.02 -0.34
-0.63 -0.23 -0.11
0.11 -1.22 -0.06
-0.42 0.46 0.55
0.99 1.34 -0.42
0.14 0.64 0.08
0.16 -0.33 0.45
0.78 0.50 0.59
-0.48 -0.47 -0.27
-0.36 0.12 0.07
-0.37 -0.62 0.32
-0.17 0.09 0.63
-0.32 0.28 0.52
0.67 0.05 1.84
-0.14 0.03 -0.06
-0.23 -0.83 0.23
0.44 0.20 -0.62
-0.72 -0.33 -0.53
0.69 -0.52 0.21
-0.30 -0.44 0.18
-0.20 0.44 -0.36
1.52 -0.48 -0.24
-0.24 0.75 0.04
0.23 -0.44 0.14
0.32 1.10 -0.69
-0.46 0.76 1.05
0.51 0.37 0.15
0.04 0.05 0.12
-0.54 -0.28 -0.16
-0.26 -0.87 -1.14
0.10 0.30 0.41
-0.16 0.73 0.11
1.79 0.46 -0.67
0.27 0.40 0.33
-0.26 0.33 -0.05
2.22 -0.08 -1.69
0.36 -1.00 0.46
-1.46 0.11 -1.30
-0.92 0.85 -1.26
0.09 -0.76 -0.21
-0.37 -0.04 0.03
0.22 -0.09 -0.49
1.67 2.10 -0.88
-0.50 0.53 -0.51
0.44 0.30 1.33
0.18 0.75 1.66
-2.85 0.38 1.16
0.43 -1.46 0.80
-0.68 0.02 0.14
0.09 0.68 -0.93
0.24 0.13 0.18
-1.18 3.59 -0.07
0.04 -0.59 -0.05
1.52 0.38 0.31
0.16 -0.71 0.90
0.21 0.04 -0.42
1.38 0.99 0.18
0.45 -3.50 0.93
-0.27 0.23 0.40
-0.47 -0.25 0.44
0.09 -0.86 1.87
0.70 1.33 0.44
-0.27 0.41 -0.49
0.48 0.06 0.46
0.03 0.02 0.46
0.39 -0.30 -0.47
-0.17 1.00 -0.08
0.05 -2.09 -2.34
0.32 0.03 -0.58
-0.36 0.41 0.37
-2.34 1.03 0.96
2.01 -1.53 -0.29
-1.79 -1.24 -0.54
-0.80 -0.45 -0.37
-0.59 0.03 0.19
-1.50 0.46 -0.73
-0.32 0.10 -1.38
-0.14 -0.27 -0.21
-0.38 0.07 0.87
-0.84 0.09 0.37
-1.03 -0.07 -0.38
-0.19 0.99 -0.11
-0.27 0.72 0.39
1.11 -0.26 0.32
-0.66 -0.21 -0.01
-0.09 0.29 0.43
1.18 -0.02 -0.17
0.05 0.63 -0.37
0.87 -1.11 1.41
0.25 -0.24 -1.23
-0.11 -0.29 0.13
0.29 -0.36 -1.52
-0.56 0.71 -0.23
-0.06 -0.26 -0.20
-0.42 -0.24 0.06
0.34 -1.13 0.16
-1.87 1.18 -2.00
-0.08 -0.70 -0.26
0.52 -0.84 0.59
0.38 0.11 -0.51
-0.10 -0.19 -0.02
-0.54 -0.02 -1.07
-0.54 0.88 0.59
0.56 -0.22 -0.36
0.65 -0.68 -0.47
0.46 -0.17 -0.16
0.97 0.18 -0.40
0.04 -0.72 -1.06
0.52 -1.86 -0.24
-0.35 -1.18 -0.54
0.33 -0.12 -0.04
0.42 -0.74 -0.52
-0.59 -0.22 -0.09

As for the spin multiplicity: 2. As for the gap between HOMO and LUMO (spin up / spin down): 6.3 / 2.3 eV. The calculation puts the energy at -3884.250312 Ha. As for the charge: +1.